Record 1
C23H49N3OP4Ti | wB97M-V/def2-TZVPD

```
81
Properties=species:S:1:pos:R:3
Ti 0.0000 0.0000 0.0000
P -1.4528 1.6344 0.4935
P -1.0591 -1.6805 1.2030
P 0.9404 1.0854 -1.8335
H 1.4258 -8.2318 -5.0639
C 2.3381 -7.7409 -5.3935
C 3.4931 -7.9072 -4.7540
H 3.5741 -8.5410 -3.8746
C -2.9473 1.7134 -0.5879
C -2.2847 1.7129 2.1464
C -0.9257 3.4109 0.4400
C -0.2071 -3.3069 1.1278
C -1.3984 -1.6384 3.0241
C -2.7241 -2.1551 0.5698
C 2.2731 0.1561 -2.7014
C 1.7089 2.7671 -1.7709
C -0.2287 1.3409 -3.2298
H 2.2569 -7.1071 -6.2729
H 4.4052 -7.4162 -5.0837
H -3.6567 2.4806 -0.2573
H -3.4307 0.7328 -0.5820
H -2.6407 1.9266 -1.6156
H -2.9073 2.6111 2.2248
H -1.5253 1.7416 2.9328
H -2.9138 0.8337 2.3038
H -1.6140 4.0060 -0.1707
H 0.0818 3.5020 0.0325
H -0.9207 3.8166 1.4554
H -0.6463 -3.9913 1.8624
H 0.8574 -3.1728 1.3304
H -0.3048 -3.7283 0.1250
H -2.3655 -2.1073 3.2380
H -1.4049 -0.6180 3.4100
H -0.6198 -2.2036 3.5439
H -3.0744 -3.0903 1.0209
H -2.6483 -2.2746 -0.5138
H -3.4506 -1.3639 0.7719
H 2.8144 0.8236 -3.3810
H 1.8282 -0.6639 -3.2682
H 2.9716 -0.2742 -1.9807
H 2.4311 2.8793 -2.5868
H 2.2238 2.9180 -0.8187
H 0.9411 3.5381 -1.8798
H 0.3057 1.5351 -4.1668
H -0.8911 2.1802 -3.0024
H -0.8384 0.4396 -3.3323
C 1.3264 -2.3980 -1.5683
C 0.1553 -2.6790 -2.3126
C 0.1601 -3.6292 -3.3328
C 1.3196 -4.3355 -3.6581
C 2.4859 -4.0711 -2.9319
C 2.4957 -3.1269 -1.9110
O 1.4040 -1.5241 -0.5780
H -1.1084 -0.4579 -1.1215
H -0.7446 -2.1210 -2.0692
H -0.7607 -3.8179 -3.8817
H 1.3165 -5.0724 -4.4558
H 3.4027 -4.6082 -3.1666
H 3.4038 -2.9291 -1.3463
C 2.2057 2.1166 4.5952
N 2.0749 0.6687 4.3498
C 3.3928 0.0727 4.0296
N 4.0360 0.7451 2.8701
C 4.1725 2.1793 3.1698
N 2.8583 2.7802 3.4544
C 1.9988 2.7337 2.2738
P 1.5903 1.0307 1.7068
C 1.0718 0.3842 3.3184
C 3.3258 0.4893 1.5783
H 2.7971 2.2915 5.5192
H 1.2056 2.5717 4.7902
H 3.2917 -1.0187 3.8487
H 4.0488 0.1714 4.9247
H 4.6686 2.7119 2.3319
H 4.8286 2.3192 4.0603
H 1.0501 3.2570 2.5039
H 2.4757 3.2899 1.4411
H 0.9976 -0.7132 3.2177
H 0.1233 0.8053 3.6416
H 3.8442 0.9895 0.7352
H 3.3408 -0.6043 1.3952
```

Computed properties:
LUMO energy (spin up / spin down)   -0.3913 / -0.4699 Eh
HOMO energy (spin up / spin down)   -14.64 / -14.64 eV
ΔE to the lowest compared entry with this formula, charge and spin   212.8 kJ/mol
Maximum force   8.47 eV/Å
Spin multiplicity   2
Frontier orbital gap (spin up / spin down)   3.994 / 1.854 eV
Charge   +3
<S²>   0.7588

Löwdin population analysis, charges in e, atoms 1 to 8: 0.239 0.696 0.761 0.763 0.050 -0.095 -0.079 0.050

=====

Record 2
C23H49N4O2P2 | wB97M-V/def2-TZVPD

```
80
Properties=species:S:1:pos:R:3
N 1.9204 -6.4272 0.1663
C 1.9130 -5.3501 -0.1799
C 2.0716 -3.9119 -0.6644
C 0.7836 -3.3618 -1.3420
C 0.0890 -4.2982 -2.3986
O 0.9554 -5.0841 -3.1690
C -1.1238 -5.1222 -1.7605
N -0.9178 -6.5642 -1.6868
C 3.4151 -3.6773 -1.4542
C 3.2255 -3.0660 -2.8253
N 2.8772 -2.7885 -3.8561
P 4.5260 -5.2349 -1.5704
N 3.7637 -6.4039 -2.5922
O 5.8448 -4.7220 -2.4774
H 2.1842 -3.3335 0.2785
H 0.0423 -3.2115 -0.5213
H 0.9209 -2.3526 -1.7835
H -0.4055 -3.6108 -3.1204
H 1.2894 -5.8502 -2.6812
H -2.0100 -4.9707 -2.4172
H -1.4245 -4.7238 -0.7695
H -0.6568 -6.9542 -2.5874
H -0.2683 -6.8396 -0.9575
H 4.0415 -2.9620 -0.8819
H 3.0695 -6.9504 -2.0774
H 4.4485 -7.1054 -2.8842
H 5.4998 -4.6884 -3.3944
C -3.6608 5.5717 0.8028
C -2.1665 5.5610 1.1102
C -1.3221 5.0725 -0.0656
C -1.3283 3.5549 -0.3014
P -0.3426 2.5155 0.7757
C 1.3125 3.2561 0.8160
C 2.0609 3.5713 -0.4865
C 2.6329 2.4006 -1.2946
C 3.4381 1.3870 -0.4890
C -0.1241 0.9065 0.0261
C -1.2732 -0.0786 -0.2098
C -1.9052 -0.7100 1.0281
C -0.9207 -1.2766 2.0453
C -0.7593 2.5031 2.5202
C -2.0489 1.9867 3.1802
C -3.3907 2.2820 2.4954
C -4.2431 3.2858 3.2662
H -4.0223 4.5845 0.5060
H -4.2244 5.8863 1.6814
H -3.8837 6.2692 -0.0050
H -1.9708 4.9674 2.0056
H -1.8654 6.5851 1.3524
H -0.2931 5.4110 0.0805
H -1.6751 5.5638 -0.9753
H -0.9104 3.3948 -1.3033
H -2.3516 3.1799 -0.3746
H 1.9378 2.6531 1.4798
H 1.1866 4.2066 1.3458
H 2.8976 4.2247 -0.2243
H 1.4160 4.1593 -1.1456
H 3.2802 2.8125 -2.0725
H 1.8365 1.8921 -1.8416
H 4.3770 1.8248 -0.1440
H 3.6797 0.5231 -1.1104
H 2.8995 1.0150 0.3843
H 0.7035 0.3955 0.5235
H 0.2365 1.1238 -0.9819
H -0.8853 -0.8888 -0.8337
H -2.0568 0.4099 -0.7969
H -2.5847 -1.5054 0.7131
H -2.5442 0.0347 1.5004
H -0.4275 -2.1697 1.6575
H -1.4477 -1.5525 2.9599
H -0.1493 -0.5564 2.3297
H -0.6011 3.5259 2.8764
H 0.0564 1.9371 2.9885
H -2.0700 2.3775 4.2009
H -1.9570 0.9094 3.3248
H -3.9737 1.3600 2.4318
H -3.2472 2.6149 1.4667
H -4.5842 2.8542 4.2085
H -5.1278 3.5550 2.6876
H -3.6872 4.1977 3.4927
```

Computed properties:
LUMO energy   -0.0832 Eh
HOMO energy   -10.35 eV
Maximum force   5.11 eV/Å
Frontier orbital gap   8.082 eV
Charge   +1

Löwdin population analysis, charges in e, atoms 1 to 8: 0.187 -0.222 -0.261 -0.126 -0.354 -0.042 -0.211 0.004